No. 1
83
Properties=species:S:1:pos:R:3:forces:R:3 method="wB97M-V/def2-TZVPD" fmax_ev_per_a=2.7 gap_ev=4.507 spin_multiplicity=1 charge=+1 molar_mass_g_mol=586.83
C -4.400430 0.980299 -2.365234 -0.1 -0.1 -0.1
N -3.994694 -0.301769 -1.811143 -0.1 0.4 -0.1
C -4.221425 -1.506021 -2.468301 0.2 0.0 -0.1
C -3.805400 -2.601797 -1.705838 -0.1 -0.3 -0.5
C -3.893062 -3.889965 -2.230537 -0.1 0.5 0.0
C -4.350385 -4.044020 -3.547051 0.1 0.1 0.0
C -4.741352 -2.934297 -4.313890 0.0 -0.2 0.4
C -4.736189 -1.651940 -3.760626 0.3 -0.1 0.3
S -3.191296 -2.092438 -0.132209 -0.4 -0.3 -0.3
C -3.411299 -0.401801 -0.569562 0.6 1.3 0.4
C -2.937385 0.678376 0.154944 -0.7 -0.7 -0.8
C -2.642486 0.601009 1.567453 0.5 0.0 0.8
C -3.307623 -0.322228 2.411069 0.3 0.2 -0.3
C -2.840822 -0.568578 3.696986 0.3 0.3 0.1
C -1.750423 0.158639 4.196219 0.0 0.0 -0.1
C -1.174644 1.178339 3.425068 -0.3 -0.1 0.0
C -1.639514 1.426509 2.137254 -0.2 -0.7 -0.2
H -4.440281 1.716442 -1.554926 -0.1 -0.2 -0.3
H -3.698151 1.317034 -3.141910 -0.2 0.0 0.3
H -5.396807 0.872938 -2.815950 0.2 0.1 0.2
H -3.596481 -4.729419 -1.607487 -0.1 0.0 -0.3
H -4.407860 -5.042915 -3.981031 0.1 0.3 0.1
H -5.050580 -3.072913 -5.347578 -0.1 0.0 0.3
H -5.105186 -0.777784 -4.299672 0.2 -0.3 0.0
H -2.765349 1.624849 -0.361272 -0.3 -0.2 0.1
H -4.198246 -0.840213 2.039645 0.4 0.1 0.2
H -3.332908 -1.321715 4.316504 0.2 0.3 -0.2
H -1.372865 -0.044047 5.197917 -0.1 0.1 -0.2
H -0.368224 1.791790 3.829948 -0.2 -0.2 0.0
H -1.204090 2.217345 1.520956 -0.1 -0.2 0.2
C 2.451837 -3.472585 1.657521 -0.2 -0.4 -0.2
N 2.438542 -2.032294 1.695248 0.3 0.4 0.4
C 3.047383 -1.313944 2.683748 0.5 -0.8 1.0
O 3.603359 -1.781708 3.674188 -0.8 0.9 -1.5
C 2.906192 0.167846 2.322508 -0.1 -0.1 1.0
C 4.254612 0.875515 2.124794 0.2 0.1 -0.5
C 5.120644 0.901321 3.366052 0.2 0.3 0.0
C 6.385214 0.299832 3.356806 -0.4 -0.2 0.3
C 7.103238 0.170499 4.548151 -0.2 0.3 0.1
C 6.597067 0.729195 5.730955 -0.1 0.0 -0.3
C 5.394590 1.449262 5.709692 0.1 -0.1 -0.3
C 4.666460 1.554155 4.518165 0.3 -0.4 0.2
N 2.077293 0.114425 1.115285 -0.7 2.3 -1.2
C 1.636492 1.224276 0.494717 0.8 -1.7 1.5
C 0.861031 1.184223 -0.660147 -1.1 0.6 -1.5
C 0.281385 2.291874 -1.261853 1.2 -0.8 0.8
C -0.426908 2.254902 -2.508140 -0.7 -0.2 -0.8
C -0.728449 3.480136 -3.157496 0.2 -0.3 0.5
C -1.374968 3.500141 -4.375245 0.0 0.1 0.0
C -1.751603 2.308611 -5.003493 0.1 0.1 0.2
C -2.449467 2.375713 -6.322510 -0.2 -0.1 -0.3
C -1.478935 1.084789 -4.376592 0.2 -0.1 0.2
C -0.834117 1.043981 -3.146578 0.2 0.4 0.2
C 1.781698 -1.257152 0.652984 0.2 -1.0 -0.2
C 2.464286 -1.574068 -0.692614 0.2 0.2 0.1
C 0.284608 -1.583575 0.641845 -0.1 0.3 0.2
H 3.016771 -3.852522 2.512951 -0.1 0.2 -0.2
H 1.426488 -3.864222 1.680816 0.3 0.0 0.2
H 2.917832 -3.819730 0.726056 0.0 0.0 0.3
H 2.345494 0.675676 3.129014 0.2 -0.3 -0.3
H 4.786903 0.375582 1.301126 -0.1 0.2 0.2
H 4.035263 1.902757 1.797850 0.1 -0.1 0.0
H 6.779452 -0.105642 2.420207 -0.2 0.0 0.4
H 8.048516 -0.376373 4.558654 -0.3 0.3 0.0
H 7.147615 0.613535 6.667840 -0.2 0.1 -0.3
H 5.012765 1.914803 6.621767 0.2 -0.1 -0.3
H 3.731202 2.121420 4.486367 0.2 -0.2 0.1
H 1.936584 2.171450 0.950907 -0.2 -0.3 -0.1
H 0.705346 0.220039 -1.144758 0.1 0.6 0.3
H 0.439652 3.271954 -0.798754 -0.1 -0.2 -0.2
H -0.416301 4.406920 -2.670942 -0.2 -0.2 -0.2
H -1.596799 4.447845 -4.868889 0.1 -0.2 0.2
H -2.649814 1.373123 -6.712960 0.0 0.2 0.0
H -3.400770 2.917959 -6.225786 0.2 -0.2 0.0
H -1.843084 2.928459 -7.053535 -0.1 -0.2 0.2
H -1.776888 0.155441 -4.872828 0.1 0.3 0.3
H -0.645684 0.074711 -2.672528 -0.1 0.4 -0.2
H 3.553464 -1.481707 -0.567002 -0.3 -0.1 -0.1
H 2.214282 -2.599342 -0.991615 0.1 0.3 0.0
H 2.149893 -0.889878 -1.482869 0.1 -0.3 0.0
H -0.120700 -1.446765 1.654856 0.0 -0.1 -0.3
H -0.270828 -0.927497 -0.032093 -0.1 -0.3 0.2
H 0.137320 -2.623080 0.318410 0.0 0.4 0.1

---

No. 2
96
Properties=species:S:1:pos:R:3:forces:R:3 method="wB97M-V/def2-TZVPD" e_above_lowest_kj_mol=107.4 fmax_ev_per_a=0.8 gap_ev=6.167 spin_multiplicity=1 charge=+1 molar_mass_g_mol=919.96
Rh 0.143099 0.422707 -0.027014 0.5 0.6 0.0
N -3.619678 1.124620 6.968874 0.0 0.0 0.0
C -2.610464 1.024612 6.057745 0.0 0.0 0.0
C -2.820574 0.361219 4.836332 0.0 0.0 0.0
C -1.804835 0.262014 3.914333 0.0 0.0 0.0
C -0.561028 0.821182 4.198625 0.0 -0.1 0.0
C -0.331913 1.477406 5.398505 0.0 0.0 0.0
C -1.351564 1.579269 6.322939 0.0 0.0 0.0
S 0.702640 0.712300 3.015786 0.1 -0.4 0.3
O 0.045733 1.256412 1.760516 -0.4 0.2 -0.3
O 1.832895 1.507108 3.392466 0.0 0.0 0.0
N 0.978930 -0.818043 2.853941 0.0 0.0 0.0
C 1.710347 -1.290632 1.842438 0.0 0.0 0.0
N 1.742656 -0.690079 0.607509 -0.1 -0.1 0.0
C 2.758028 -1.012287 -0.219923 0.0 0.0 0.0
C 3.644702 -2.004074 0.076551 0.0 0.0 0.0
C 3.333682 -2.764179 1.213790 0.0 0.0 0.0
N 2.402254 -2.425126 2.068273 0.0 0.0 0.0
H -4.525822 0.741349 6.779537 0.0 0.0 0.0
H -3.483905 1.605670 7.837536 0.0 0.0 0.0
H -3.788570 -0.077003 4.623568 0.0 0.0 0.0
H -1.967446 -0.251047 2.973263 0.0 0.0 0.0
H 0.640446 1.907343 5.596831 0.0 0.0 0.0
H -1.180236 2.091773 7.261000 0.0 0.0 0.0
H 2.807233 -0.457619 -1.148062 0.0 0.0 0.0
H 4.468092 -2.247526 -0.576174 0.0 0.0 0.0
H 3.867202 -3.685350 1.424305 0.0 0.0 0.0
O -1.250616 -0.851969 0.387578 0.2 -0.2 0.2
C -1.556253 -2.175876 -0.045540 -0.2 0.0 -0.2
C -0.424488 -3.115620 -0.469452 0.0 -0.1 0.2
C 0.593121 -2.938141 -1.361476 0.0 0.0 0.0
C 1.278325 -4.136368 -1.690420 0.0 0.0 0.0
C 0.747403 -5.220430 -1.063479 0.0 0.0 0.0
S -0.560456 -4.789347 -0.063106 0.1 0.1 0.1
C -2.288761 -2.738891 1.167102 0.0 0.2 0.0
C -3.637188 -2.881933 1.343084 0.0 -0.1 -0.1
C -3.983319 -3.304361 2.651807 0.0 0.0 0.0
C -2.886166 -3.458917 3.445695 0.0 0.0 0.0
S -1.439948 -3.097076 2.624240 0.0 0.0 0.0
C -2.499904 -2.077426 -1.244810 0.1 0.1 -0.1
C -2.879670 -0.939524 -1.891892 -0.1 0.0 0.1
C -3.737221 -1.183994 -3.002252 -0.1 0.0 0.0
C -3.984687 -2.509465 -3.178170 -0.1 0.0 0.0
S -3.178029 -3.464656 -2.008650 0.0 0.0 0.0
H 0.849893 -1.987270 -1.791732 0.1 -0.1 0.1
H 2.130694 -4.183872 -2.353233 0.0 0.0 0.0
H 1.073772 -6.246503 -1.116971 0.0 0.0 0.0
H -4.355709 -2.720760 0.554441 0.0 0.0 0.0
H -4.993546 -3.501202 2.979246 0.0 0.0 0.0
H -2.851981 -3.782123 4.473919 0.0 0.0 0.0
H -2.573856 0.041379 -1.564283 0.0 0.0 0.0
H -4.158551 -0.409568 -3.628782 0.0 0.0 0.0
H -4.606642 -2.978705 -3.923748 0.0 0.0 0.0
N 0.422404 0.088353 -2.033277 -0.4 -0.2 0.1
C -0.092926 -0.128913 -3.052929 0.1 0.1 -0.1
N -0.626630 -0.428037 -4.190124 0.0 0.0 0.0
C -0.861214 -1.848124 -4.536164 0.0 0.0 0.0
C 0.149285 -2.253551 -5.592623 0.0 0.0 0.0
O 0.082310 -1.378530 -6.704080 0.0 0.0 0.0
C 0.407971 -0.050105 -6.352457 0.0 0.0 0.0
C -0.588160 0.493512 -5.339721 0.0 0.0 0.0
H -1.878157 -1.916370 -4.923270 0.0 0.0 0.0
H -0.791834 -2.452151 -3.630578 0.0 0.0 0.0
H -0.069791 -3.254093 -5.960439 0.0 0.0 0.0
H 1.162771 -2.248397 -5.168827 0.0 0.0 0.0
H 0.378402 0.540400 -7.266409 0.0 0.0 0.0
H 1.423622 -0.005232 -5.936300 0.0 0.0 0.0
H -1.590141 0.519853 -5.770304 0.0 0.0 0.0
H -0.318557 1.490797 -4.995894 0.0 0.0 0.0
C -5.578870 -0.269801 0.390422 0.0 0.1 0.0
C -5.683698 1.178900 -0.057450 0.0 0.0 0.0
N -5.524153 2.122296 1.041933 0.0 0.0 0.0
C -6.590014 2.189469 2.045044 0.0 0.0 0.0
C -6.174453 1.575236 3.374195 0.0 0.0 0.0
C -4.516970 3.012124 1.169061 0.0 0.0 0.0
O -4.502867 3.895365 2.009057 0.0 0.0 0.0
C -3.325145 2.913912 0.247966 -0.1 0.0 0.0
C -2.957036 4.031594 -0.488331 0.0 0.0 0.0
C -1.786908 4.002393 -1.229977 0.0 0.0 0.0
C -1.000387 2.869347 -1.172936 -0.1 0.0 0.0
N -1.346219 1.802239 -0.443799 0.2 0.1 -0.1
C -2.487133 1.813973 0.248733 0.0 -0.1 0.1
H -5.642012 -0.937958 -0.469286 0.0 0.0 0.0
H -6.380748 -0.529418 1.083202 0.0 0.0 0.0
H -4.626811 -0.445855 0.893072 0.0 0.0 0.0
H -6.658108 1.363669 -0.518150 0.0 0.0 0.0
H -4.935223 1.394727 -0.819366 0.0 0.0 0.0
H -7.454843 1.671928 1.628833 0.0 0.0 0.0
H -6.858583 3.236151 2.186857 0.0 0.0 0.0
H -5.907183 0.523823 3.254736 0.0 0.0 0.0
H -6.995535 1.641432 4.088646 0.0 0.0 0.0
H -5.319301 2.111668 3.784934 0.0 0.0 0.0
H -3.576900 4.918030 -0.453160 0.0 0.0 0.0
H -1.468200 4.851079 -1.817427 0.0 0.0 0.0
H -0.058634 2.809845 -1.704920 0.0 0.0 0.0
H -2.685331 0.920641 0.829523 0.0 0.0 0.0